Entry from the OMol25 dataset: a molecular structure, C46H49N10NaP in a non-equilibrium geometry (wB97M-V/def2-TZVPD).

HOMO-LUMO gap   0.1331 Eh
Relative energy (zero: lowest compared OMol25 entry of this formula, charge and spin)   197.8 kJ/mol
Charge   -1
HOMO energy   -2.6 eV

CARTESIAN COORDINATES (ANGSTROEM)
Na  1.580  -2.960  1.509
C  -3.000  -2.744  0.637
C  -3.410  -3.838  -0.072
C  -2.453  -4.807  -0.321
C  -1.122  -4.583  0.088
N  -0.764  -3.513  0.867
C  -1.708  -2.602  1.093
N  -0.262  -5.596  -0.176
C  1.015  -5.579  -0.336
N  1.924  -4.524  -0.172
C  3.086  -4.912  -0.769
N  4.129  -4.255  -1.084
C  4.302  -2.908  -0.858
C  5.507  -2.394  -1.485
C  5.762  -1.080  -1.342
C  5.091  -0.335  -0.344
C  3.906  -0.867  0.141
N  3.559  -2.166  0.010
C  3.010  -6.387  -1.122
C  3.836  -7.296  -1.755
C  3.348  -8.570  -1.980
C  2.068  -8.914  -1.707
C  1.173  -8.033  -1.109
C  1.675  -6.755  -0.855
H  -3.738  -1.937  0.885
H  -4.456  -4.063  -0.387
H  -2.635  -5.579  -1.066
H  -1.448  -1.700  1.686
H  6.039  -3.084  -2.122
H  6.575  -0.544  -1.869
H  5.192  0.723  -0.137
H  3.254  -0.311  0.833
H  4.878  -7.045  -1.958
H  4.000  -9.306  -2.495
H  1.762  -9.904  -2.002
H  0.139  -8.285  -0.932
N  0.813  -1.321  5.996
C  -0.110  -0.356  5.640
C  -0.286  -0.505  4.274
N  0.461  -1.581  3.850
C  1.149  -2.062  4.914
C  2.270  -3.035  4.851
N  2.767  -3.602  3.754
C  3.682  -4.512  4.180
C  3.962  -4.310  5.534
N  2.973  -3.418  5.955
H  1.188  -1.485  6.962
H  -0.560  0.252  6.410
H  -0.905  -0.022  3.560
H  4.150  -5.191  3.490
H  4.762  -4.738  6.138
H  2.766  -3.230  6.912
C  -2.093  4.608  3.481
C  -2.515  4.273  2.071
C  -3.500  3.090  2.101
P  -1.253  3.483  0.873
C  0.353  4.030  1.603
C  0.645  3.110  2.826
C  1.472  4.096  0.587
C  -1.404  4.692  -0.485
C  -1.190  6.023  -0.219
C  -1.199  6.958  -1.285
C  -1.284  8.381  -0.946
C  -1.388  6.478  -2.674
C  -1.588  5.144  -2.899
C  -1.646  4.218  -1.819
N  -1.782  2.920  -1.905
C  -2.250  2.122  -2.999
C  -3.455  2.368  -3.733
C  -4.589  3.254  -3.269
C  -3.663  1.718  -4.948
C  -2.797  0.682  -5.414
C  -2.837  0.148  -6.788
C  -1.761  0.264  -4.516
C  -1.502  0.973  -3.315
C  -0.223  0.659  -2.623
H  -2.971  5.227  3.829
H  -1.153  5.165  3.602
H  -2.171  3.688  4.061
H  -2.979  5.153  1.550
H  -3.098  2.289  2.685
H  -3.728  2.757  1.075
H  -4.434  3.474  2.624
H  0.134  5.081  1.999
H  1.756  2.962  2.928
H  0.199  2.090  2.737
H  0.420  3.504  3.792
H  1.569  3.185  -0.065
H  2.424  4.138  1.224
H  1.419  4.985  -0.082
H  -0.981  6.419  0.777
H  -1.654  9.001  -1.760
H  -0.214  8.696  -0.747
H  -1.859  8.558  -0.004
H  -1.307  7.264  -3.445
H  -2.011  4.810  -3.819
H  -5.549  2.676  -3.091
H  -4.912  4.034  -3.932
H  -4.395  3.675  -2.253
H  -4.621  1.883  -5.343
H  -2.385  -0.904  -6.788
H  -2.353  0.893  -7.479
H  -3.886  0.077  -7.240
H  -1.073  -0.472  -4.943
H  0.032  1.544  -1.952
H  0.674  0.562  -3.279
H  -0.342  -0.334  -2.084

---

Entry from the OMol25 dataset: 3 unconnected molecules or ions with the total composition C19H43BrN2O10S (wB97M-V/def2-TZVPD).

HOMO-LUMO gap   0.3456 Eh
SMILES   C[C@H](O)CNCCO[C@@]1(Br)OS(=O)(=O)O[C@H]1CCCCN.COCCOC.COCCOC
Relative energy (zero: lowest compared OMol25 entry of this formula, charge and spin)   0.0 kJ/mol
Charge   0
HOMO energy   -8.9 eV

CARTESIAN COORDINATES (ANGSTROEM)
C  -0.318  -3.626  2.938
C  0.394  -2.787  1.892
O  0.031  -1.407  1.982
C  0.163  -3.318  0.477
N  -1.216  -3.145  0.001
C  -1.383  -2.140  -1.041
C  -1.737  -0.794  -0.449
O  -2.005  0.070  -1.577
C  -1.969  1.399  -1.359
Br  -3.204  2.244  -2.652
O  -2.380  1.714  -0.041
S  -1.725  3.082  0.492
O  -2.673  4.130  0.436
O  -1.054  2.768  1.700
O  -0.704  3.265  -0.698
C  -0.573  2.059  -1.488
C  0.548  1.181  -0.966
C  1.944  1.660  -1.359
C  3.015  0.572  -1.241
C  3.347  0.102  0.176
N  2.419  -0.930  0.661
H  -1.351  -3.820  2.635
H  -0.323  -3.115  3.903
H  0.188  -4.585  3.070
H  1.473  -2.812  2.073
H  -0.899  -1.362  2.235
H  0.874  -2.827  -0.199
H  0.421  -4.383  0.485
H  -1.564  -4.032  -0.330
H  -2.188  -2.426  -1.722
H  -0.465  -2.044  -1.639
H  -2.618  -0.868  0.192
H  -0.916  -0.393  0.141
H  -0.395  2.392  -2.509
H  0.457  1.152  0.125
H  0.398  0.166  -1.346
H  1.923  2.019  -2.393
H  2.222  2.515  -0.735
H  2.709  -0.306  -1.821
H  3.931  0.952  -1.701
H  3.412  0.977  0.840
H  4.340  -0.353  0.159
H  2.610  -1.149  1.633
H  1.461  -0.601  0.649
C  -1.478  9.410  0.027
O  -2.068  8.367  -0.721
C  -2.809  7.446  0.068
C  -4.295  7.727  0.033
O  -4.629  8.984  0.600
C  -4.834  10.003  -0.357
H  -1.122  10.156  -0.683
H  -2.194  9.876  0.708
H  -0.625  9.043  0.609
H  -2.452  7.463  1.104
H  -2.636  6.446  -0.331
H  -4.808  6.955  0.613
H  -4.656  7.670  -1.000
H  -5.781  9.859  -0.890
H  -4.021  10.042  -1.087
H  -4.877  10.948  0.182
C  3.312  -9.369  0.736
O  3.349  -8.893  -0.596
C  2.144  -8.286  -1.022
C  2.209  -6.774  -0.957
O  2.356  -6.300  0.370
C  3.684  -5.940  0.706
H  4.334  -9.617  1.016
H  2.923  -8.614  1.423
H  2.695  -10.271  0.813
H  1.301  -8.645  -0.422
H  1.970  -8.584  -2.061
H  1.276  -6.365  -1.356
H  3.031  -6.412  -1.584
H  3.967  -4.995  0.228
H  4.397  -6.714  0.413
H  3.719  -5.812  1.787

---

Entry from the OMol25 dataset: a molecular structure, C3H7NO2 in a non-equilibrium geometry (wB97M-V/def2-TZVPD).

HOMO-LUMO gap   0.3631 Eh
Relative energy (zero: lowest compared OMol25 entry of this formula, charge and spin)   405.5 kJ/mol
Charge   0
HOMO energy   -9.3 eV

CARTESIAN COORDINATES (ANGSTROEM)
C  1.007  -0.470  0.134
C  -1.356  -0.810  0.383
N  -0.209  0.074  0.536
C  -0.049  1.139  -0.550
O  2.105  0.113  0.588
O  0.615  2.153  -0.282
H  1.918  1.093  0.602
H  1.109  -1.533  -0.074
H  0.793  0.219  -1.229
H  -0.950  1.129  -1.179
H  -1.302  -1.600  1.134
H  -1.416  -1.276  -0.612
H  -2.264  -0.231  0.549

---

Entry from the OMol25 dataset: 6 unconnected molecules or ions with the total composition C12H36O7 in a non-equilibrium geometry (wB97M-V/def2-TZVPD).

HOMO-LUMO gap   0.3877 Eh
SMILES   OCCO.CCO.CCO.CCO.CCO.CCO
Relative energy (zero: lowest compared OMol25 entry of this formula, charge and spin)   177.1 kJ/mol
Charge   0
HOMO energy   -10.2 eV

CARTESIAN COORDINATES (ANGSTROEM)
O  -1.246  3.253  -0.941
C  -0.916  1.860  -1.089
C  -1.376  0.911  0.016
O  -0.829  -0.380  -0.373
H  -0.835  3.575  -1.747
H  -1.389  1.626  -2.043
H  0.163  1.981  -1.184
H  -2.459  0.848  -0.083
H  -1.128  1.376  0.970
H  -0.324  -0.709  0.374
C  2.993  -5.969  4.868
C  2.087  -4.891  4.210
O  2.769  -4.011  3.382
H  3.756  -5.386  5.384
H  3.268  -6.676  4.086
H  2.382  -6.508  5.593
H  1.555  -4.300  4.955
H  1.267  -5.352  3.660
H  3.513  -3.635  3.858
C  -2.785  4.278  7.445
C  -3.854  3.226  7.286
O  -3.417  2.082  7.921
H  -2.594  4.515  8.491
H  -3.163  5.226  7.060
H  -1.971  3.923  6.812
H  -4.002  2.833  6.280
H  -4.758  3.640  7.731
H  -3.224  2.328  8.829
C  1.119  9.880  -2.974
C  0.312  10.057  -4.228
O  0.843  9.262  -5.258
H  0.636  10.290  -2.087
H  2.086  10.379  -3.043
H  1.336  8.816  -2.887
H  0.445  11.072  -4.601
H  -0.738  9.896  -3.986
H  0.217  8.684  -5.700
C  3.580  -2.840  -3.859
C  2.826  -3.233  -5.213
O  3.566  -2.622  -6.288
H  4.460  -3.483  -3.836
H  3.031  -3.111  -2.958
H  3.920  -1.804  -3.883
H  1.850  -2.770  -5.066
H  2.728  -4.318  -5.219
H  2.973  -2.246  -6.943
C  -1.533  -7.593  -2.649
C  -2.791  -6.669  -2.629
O  -2.264  -5.408  -3.083
H  -1.068  -7.656  -3.633
H  -1.736  -8.607  -2.304
H  -0.757  -7.145  -2.029
H  -3.230  -6.559  -1.637
H  -3.588  -7.011  -3.290
H  -1.707  -4.924  -2.469

---

Entry from the OMol25 dataset: a gas-phase ion, C4H12N3 (charge +1) (wB97M-V/def2-TZVPD).

HOMO-LUMO gap   0.4215 Eh
SMILES   CCCNC(N)=[NH2+]
Relative energy (zero: lowest compared OMol25 entry of this formula, charge and spin)   24.7 kJ/mol
Charge   +1
HOMO energy   -14.6 eV

CARTESIAN COORDINATES (ANGSTROEM)
C  -2.417  -1.409  -0.753
C  -0.900  -1.211  -0.799
C  -0.239  -0.756  0.507
N  0.073  0.700  0.464
C  1.307  1.190  0.469
N  2.240  0.668  1.254
N  1.620  2.228  -0.319
H  -2.692  -1.953  0.134
H  -2.755  -1.943  -1.635
H  -2.907  -0.446  -0.752
H  -0.410  -2.128  -1.140
H  -0.645  -0.504  -1.594
H  -0.927  -0.967  1.324
H  0.740  -1.220  0.589
H  -0.653  1.286  0.081
H  3.139  1.120  1.278
H  2.049  -0.096  1.878
H  0.904  2.706  -0.845
H  2.473  2.734  -0.140

---

Copy entry 4 word for word.
Entry from the OMol25 dataset: 6 unconnected molecules or ions with the total composition C12H36O7 in a non-equilibrium geometry (wB97M-V/def2-TZVPD).

HOMO-LUMO gap   0.3877 Eh
SMILES   OCCO.CCO.CCO.CCO.CCO.CCO
Relative energy (zero: lowest compared OMol25 entry of this formula, charge and spin)   177.1 kJ/mol
Charge   0
HOMO energy   -10.2 eV

CARTESIAN COORDINATES (ANGSTROEM)
O  -1.246  3.253  -0.941
C  -0.916  1.860  -1.089
C  -1.376  0.911  0.016
O  -0.829  -0.380  -0.373
H  -0.835  3.575  -1.747
H  -1.389  1.626  -2.043
H  0.163  1.981  -1.184
H  -2.459  0.848  -0.083
H  -1.128  1.376  0.970
H  -0.324  -0.709  0.374
C  2.993  -5.969  4.868
C  2.087  -4.891  4.210
O  2.769  -4.011  3.382
H  3.756  -5.386  5.384
H  3.268  -6.676  4.086
H  2.382  -6.508  5.593
H  1.555  -4.300  4.955
H  1.267  -5.352  3.660
H  3.513  -3.635  3.858
C  -2.785  4.278  7.445
C  -3.854  3.226  7.286
O  -3.417  2.082  7.921
H  -2.594  4.515  8.491
H  -3.163  5.226  7.060
H  -1.971  3.923  6.812
H  -4.002  2.833  6.280
H  -4.758  3.640  7.731
H  -3.224  2.328  8.829
C  1.119  9.880  -2.974
C  0.312  10.057  -4.228
O  0.843  9.262  -5.258
H  0.636  10.290  -2.087
H  2.086  10.379  -3.043
H  1.336  8.816  -2.887
H  0.445  11.072  -4.601
H  -0.738  9.896  -3.986
H  0.217  8.684  -5.700
C  3.580  -2.840  -3.859
C  2.826  -3.233  -5.213
O  3.566  -2.622  -6.288
H  4.460  -3.483  -3.836
H  3.031  -3.111  -2.958
H  3.920  -1.804  -3.883
H  1.850  -2.770  -5.066
H  2.728  -4.318  -5.219
H  2.973  -2.246  -6.943
C  -1.533  -7.593  -2.649
C  -2.791  -6.669  -2.629
O  -2.264  -5.408  -3.083
H  -1.068  -7.656  -3.633
H  -1.736  -8.607  -2.304
H  -0.757  -7.145  -2.029
H  -3.230  -6.559  -1.637
H  -3.588  -7.011  -3.290
H  -1.707  -4.924  -2.469